Record 1
This record from the Open Molecules 2025 dataset describes an isolated molecule of C5H4N2. The level of theory is ωB97M-V/def2-TZVPD.

Geometry as XYZ:
```
11
C5H4N2 | the Open Molecules 2025 dataset | ωB97M-V/def2-TZVPD
C -0.9122 -1.0551 2.6295
C -0.4972 -0.1858 1.9007
C -0.0867 0.8521 1.0042
C 0.6868 0.6214 -0.0268
C 1.2900 0.3222 -1.1488
N 0.5706 -0.1403 -2.3098
N -0.6599 -0.2315 -2.1295
H -1.2599 -1.8475 3.2539
H -0.4830 1.8564 1.1554
H 2.3657 0.3806 -1.2921
H -1.0453 -0.5822 -3.0161
```

Kohn-Sham gap in Ha: 0.3448
E in eV: -8224.706
SMILES: [H]/N=N/C=C=CC#C
HOMO energy in eV: -9.380

Record 2
This record from the Open Molecules 2025 dataset describes an isolated molecule of C5H4N2. The level of theory is ωB97M-V/def2-TZVPD.

Geometry as XYZ:
```
11
C5H4N2 | the Open Molecules 2025 dataset | ωB97M-V/def2-TZVPD
C 2.8422 0.0103 0.0887
C 1.6382 -0.0207 0.0571
C 0.2140 -0.0156 0.0207
C -0.7120 -0.9191 -0.4666
C -1.9576 -0.3089 -0.2253
N -1.8249 0.8726 0.3653
N -0.5095 1.0299 0.5050
H 3.9098 0.0380 0.1092
H -0.5062 -1.8738 -0.9279
H -2.9467 -0.6794 -0.4611
H -0.1472 1.8667 0.9347
```

Kohn-Sham gap in Ha: 0.3702
E in eV: -8227.677
SMILES: C#Cc1ccn[nH]1
HOMO energy in eV: -9.085

Record 3
This record from the Open Molecules 2025 dataset describes an isolated molecule of C5H4N2. The level of theory is ωB97M-V/def2-TZVPD.

Geometry as XYZ:
```
11
C5H4N2 | the Open Molecules 2025 dataset | ωB97M-V/def2-TZVPD
C -1.2139 -2.5603 -0.2380
C -0.6758 -1.4891 -0.1175
C -0.0573 -0.2115 -0.0005
C -0.0215 0.8653 -0.8668
C 0.6954 1.8548 -0.1687
N 1.0813 1.4334 1.0294
N 0.6214 0.1851 1.1101
H -1.6966 -3.5051 -0.3577
H -0.4609 0.9144 -1.8524
H 0.9408 2.8589 -0.4897
H 0.7870 -0.3460 1.9520
```

Kohn-Sham gap in Ha: 0.3699
E in eV: -8227.675
SMILES: C#Cc1ccn[nH]1
HOMO energy in eV: -9.077

Record 4
This record from the Open Molecules 2025 dataset describes an isolated molecule of C5H4N2 at a distorted geometry. The level of theory is ωB97M-V/def2-TZVPD.

Geometry as XYZ:
```
11
C5H4N2 | the Open Molecules 2025 dataset | ωB97M-V/def2-TZVPD
C -0.5358 0.1187 -0.9304
C 0.8122 -0.0129 -1.0109
C -1.3205 0.3924 0.2010
C 1.3789 -0.1890 0.3953
C -0.4933 -0.9222 1.9390
N -1.3317 0.1057 1.4704
N 0.7085 -0.6995 1.3966
H -0.8123 0.0723 -1.9929
H 1.4340 -0.1632 -1.9934
H -2.2423 1.1152 -0.0264
H 2.4024 0.1825 0.5517
```

Kohn-Sham gap in Ha: 0.2897
E in eV: -8224.436
SMILES: C1=NC=CC=CN=1
HOMO energy in eV: -8.599

Record 5
This record from the Open Molecules 2025 dataset describes an isolated molecule of C5H4N2 at a distorted geometry. The level of theory is ωB97M-V/def2-TZVPD.

Geometry as XYZ:
```
11
C5H4N2 | the Open Molecules 2025 dataset | ωB97M-V/def2-TZVPD
C 2.0202 0.7157 0.2864
C 1.2908 -0.1501 -0.1230
C 0.1387 -0.9654 -0.4478
N -0.8044 -1.2430 0.6278
C -1.1814 -0.2411 -0.3636
C -1.0526 1.1751 -0.0754
N -0.7767 2.2770 0.1404
H 2.6150 1.5177 0.6692
H 0.2421 -1.7463 -1.1954
H -0.4870 -0.8088 1.4923
H -2.0047 -0.5309 -1.0108
```

Kohn-Sham gap in Ha: 0.4054
E in eV: -8226.333
SMILES: C#C[C@H]1N[C@H]1C#N
HOMO energy in eV: -10.048

Record 6
This record from the Open Molecules 2025 dataset describes an isolated molecule of C5H4N2 at a distorted geometry. The level of theory is ωB97M-V/def2-TZVPD.

Geometry as XYZ:
```
11
C5H4N2 | the Open Molecules 2025 dataset | ωB97M-V/def2-TZVPD
C 0.6232 2.1659 1.1330
C 0.0936 1.1710 0.7149
C -0.4974 -0.0259 0.0994
N 0.1676 -0.2846 -1.2265
C 0.3446 -1.4011 -1.8842
C -0.3652 -1.2058 0.9753
N -0.2360 -2.1436 1.6381
H 1.0890 3.0475 1.5246
H -1.5758 0.1366 -0.0580
H 0.4979 0.5771 -1.6508
H -0.0550 -2.1968 -1.2256
```

Kohn-Sham gap in Ha: 0.3500
E in eV: -8224.922
HOMO energy in eV: -8.951

Record 7
This record from the Open Molecules 2025 dataset describes an isolated molecule of C5H4N2. The level of theory is ωB97M-V/def2-TZVPD.

Geometry as XYZ:
```
11
C5H4N2 | the Open Molecules 2025 dataset | ωB97M-V/def2-TZVPD
C -1.0944 1.9397 -1.6399
C -0.7554 1.0226 -0.8942
C -0.0756 -0.2650 -0.4361
C -0.9284 0.2082 0.4553
N 0.6283 -1.0579 1.7991
N 1.4623 -1.3036 0.8875
C 1.1194 -0.9247 -0.3956
H -1.3432 2.8502 -2.1420
H -1.8901 -0.0400 0.8783
H 1.0610 -1.3275 2.6877
H 1.8160 -1.1020 -1.2001
```

Kohn-Sham gap (alpha / beta) in Ha: 0.2593 / 0.2592
E in eV: -8221.921
HOMO energy (alpha / beta) in eV: -7.924 / -7.923

Record 8
This record from the Open Molecules 2025 dataset describes an isolated molecule of C5H4N2O at a distorted geometry. The level of theory is ωB97M-V/def2-TZVPD.

Geometry as XYZ:
```
12
C5H4N2O | the Open Molecules 2025 dataset | ωB97M-V/def2-TZVPD
C -1.5704 1.4155 -2.3684
C -0.4788 1.0022 -2.0393
C 0.6910 0.6185 -1.4299
C 1.3638 0.0006 -0.4122
C 0.7177 -0.6979 0.7807
N 2.1570 1.1159 -2.3212
N 2.7185 0.0163 -0.4621
O 3.0633 0.6264 -1.5915
H -2.4377 1.3168 -2.9457
H 0.2215 0.0325 1.3589
H 0.0276 -1.3931 0.4257
H 1.5754 -1.0789 1.2857
```

Kohn-Sham gap (alpha / beta) in Ha: 0.3211 / 0.3211
E in eV: -10270.388
SMILES: C#Cc1nonc1C
HOMO energy (alpha / beta) in eV: -9.296 / -9.296

Record 9
This record from the Open Molecules 2025 dataset describes a structure of composition C5H4N2O at a distorted geometry. The level of theory is ωB97M-V/def2-TZVPD.

Geometry as XYZ:
```
12
C5H4N2O | the Open Molecules 2025 dataset | ωB97M-V/def2-TZVPD
C 1.1759 -0.6551 -0.5136
C 0.1753 -0.6636 -1.5501
C -0.5326 0.3383 -0.6089
C -1.6767 0.8166 -0.1056
C 0.2681 -0.0372 0.3935
H -0.3270 -1.8121 -1.2113
H 0.4379 -0.4342 -2.7759
H -2.4235 1.4839 -0.5593
H -2.0188 1.0131 2.2463
N -1.3972 0.7164 1.4128
N -0.1780 0.3024 1.6754
O 2.3622 -0.7720 -0.6261
```

Kohn-Sham gap in Ha: 0.3565
E in eV: -10272.176
HOMO energy in eV: -9.442

Record 10
This record from the Open Molecules 2025 dataset describes an isolated molecule of C5H4N2O at a distorted geometry. The level of theory is ωB97M-V/def2-TZVPD.

Geometry as XYZ:
```
12
C5H4N2O | the Open Molecules 2025 dataset | ωB97M-V/def2-TZVPD
C 1.5163 -0.3110 -0.0152
C 1.0995 1.2138 0.1391
C -2.2750 -0.3077 -0.0607
C -1.2674 -1.2352 0.1855
C -0.0398 -0.6604 0.1221
H 1.4517 2.0172 -0.5463
H 1.4917 1.7664 1.1037
H -3.3122 -0.1701 -0.1259
H -1.1569 -2.2994 -0.1592
N -0.3310 0.7452 -0.1797
N -1.5830 1.0025 -0.0400
O 2.5903 -0.7181 -0.1198
```

Kohn-Sham gap in Ha: 0.3533
E in eV: -10272.833
SMILES: O=C1Cn2nccc21
HOMO energy in eV: -9.202

Record 11
This record from the Open Molecules 2025 dataset describes an isolated molecule of C5H4N2O at a distorted geometry. The level of theory is ωB97M-V/def2-TZVPD.

Geometry as XYZ:
```
12
C5H4N2O | the Open Molecules 2025 dataset | ωB97M-V/def2-TZVPD
C 0.4652 0.2643 0.1141
C -0.6461 -0.3294 -0.7010
C -1.6241 -1.1066 -0.1856
C 1.8212 -0.2271 -0.3344
C 0.2898 1.7712 -0.1169
H 1.2327 0.2555 1.9873
H -0.6364 -0.0912 -1.7466
H -1.7199 -1.2575 0.9067
H -2.3095 -1.6412 -0.8203
N 2.9476 -0.5977 -0.3804
N -0.0780 2.9107 -0.2378
O 0.2576 0.0489 1.5150
```

Kohn-Sham gap in Ha: 0.4069
E in eV: -10274.385
SMILES: C=CC(O)(C#N)C#N
HOMO energy in eV: -10.873

Record 12
This record from the Open Molecules 2025 dataset describes an isolated molecule of C5H4N2O at a distorted geometry. The level of theory is ωB97M-V/def2-TZVPD.

Geometry as XYZ:
```
12
C5H4N2O | the Open Molecules 2025 dataset | ωB97M-V/def2-TZVPD
C 1.6865 -0.3328 -1.2404
C -1.1451 0.0471 1.9089
C -1.0987 1.5467 0.4403
C -0.3085 0.4869 -0.0188
C 0.7105 -1.0324 -1.6596
N -1.6364 1.2251 1.6689
N 0.3127 0.3198 -1.2539
O -0.3222 -0.4419 1.0100
H -1.4142 2.5412 0.0860
H -1.2308 -0.5126 2.7659
H 0.2100 -1.8157 -2.2034
H 2.5637 -0.1563 -0.7551
```

Kohn-Sham gap in Ha: 0.3511
E in eV: -10272.710
SMILES: C1=CN1c1cnco1
HOMO energy in eV: -8.628

Record 13
This record from the Open Molecules 2025 dataset describes a structure of composition C5H4N2O at a distorted geometry. The level of theory is ωB97M-V/def2-TZVPD.

Geometry as XYZ:
```
12
C5H4N2O | the Open Molecules 2025 dataset | ωB97M-V/def2-TZVPD
C 1.5614 -0.5074 -0.0278
C 1.4629 1.0212 0.0535
C -0.1195 0.6028 -0.3220
C -1.4647 0.5006 -0.2559
C -1.7461 -0.8713 -0.0324
H 1.9320 1.3640 -0.8477
H 1.4325 1.6581 1.1983
H -2.1968 1.1909 0.1810
H -2.8310 -1.2130 0.6004
N -0.7770 -1.6983 -0.0178
N 0.2710 -0.6923 -0.4436
O 2.4754 -1.3553 -0.0858
```

Kohn-Sham gap in Ha: 0.3772
E in eV: -10272.559
HOMO energy in eV: -9.873

Record 14
This record from the Open Molecules 2025 dataset describes an isolated molecule of C5H4N2O2 at a distorted geometry. The level of theory is ωB97M-V/def2-TZVPD.

Geometry as XYZ:
```
13
C5H4N2O2 | the Open Molecules 2025 dataset | ωB97M-V/def2-TZVPD
C -1.4595 -0.4587 -0.5105
C -0.2680 0.0508 0.0381
C 0.5814 0.7852 -0.7630
C 2.1033 0.7328 0.9199
C 0.2836 -0.5618 1.2068
H -2.4410 -0.4892 -2.0038
H 0.4074 1.1324 -1.7503
H 2.8730 1.2843 1.3980
H -0.2036 -1.3837 1.8590
N 1.7371 1.1371 -0.2999
N 1.4671 -0.1093 1.7254
O -1.6932 -0.0135 -1.7571
O -2.1205 -1.3651 -0.0965
```

Kohn-Sham gap in Ha: 0.3622
E in eV: -12324.453
SMILES: O=C(O)c1cncnc1
HOMO energy in eV: -10.249

Record 15
This record from the Open Molecules 2025 dataset describes an isolated molecule of C5H4N2O4 at a distorted geometry. The level of theory is ωB97M-V/def2-TZVPD.

Geometry as XYZ:
```
15
C5H4N2O4 | the Open Molecules 2025 dataset | ωB97M-V/def2-TZVPD
C 1.5652 0.1599 -0.6532
C 1.8044 -0.0870 0.7828
C 0.3392 0.2185 -1.1722
C 0.9546 -0.2310 1.7233
C -0.8987 0.0466 -0.4228
N -1.3382 -1.2698 -0.2053
N -1.5918 1.2066 -0.0303
O -0.6521 -2.1359 -0.7393
O -1.1520 2.2470 -0.5084
O -2.3205 -1.4857 0.4705
O -2.5208 1.1395 0.7427
H 2.4447 0.2864 -1.2641
H 2.8694 -0.1658 0.9994
H 0.2374 0.4213 -2.2330
H 0.2590 -0.3505 2.5099
```

Kohn-Sham gap (alpha / beta) in Ha: 0.3197 / 0.2237
E in eV: -16408.665
HOMO energy (alpha / beta) in eV: -10.062 / -9.317

Record 16
This record from the Open Molecules 2025 dataset describes an isolated molecule of C5H4N4O2S at a distorted geometry. The level of theory is ωB97M-V/def2-TZVPD.

Geometry as XYZ:
```
16
C5H4N4O2S | the Open Molecules 2025 dataset | ωB97M-V/def2-TZVPD
C -1.0572 -2.3337 -0.2856
C -0.8718 1.3769 -0.5661
C 0.4557 1.2384 -0.3881
C -1.8254 0.5265 -0.0145
C -1.1516 -1.5276 0.8425
N -0.9409 -2.8009 -1.3266
N -1.4410 -0.2958 1.0014
N 1.2317 0.4751 0.4094
N 2.7157 0.3903 0.2085
O 3.1568 1.1705 -0.6254
O 3.2291 -0.3632 0.9246
S -3.2560 0.5321 -0.8880
H -1.2976 1.9946 -1.2577
H 1.1476 1.9162 -0.9712
H -1.0273 -2.2988 1.7458
H 0.9324 -0.0007 1.1909
```

Kohn-Sham gap in Ha: 0.2705
E in eV: -26133.750
SMILES: N#C/C=N\C(=S)/C=C\N[N+](=O)[O-]
HOMO energy in eV: -8.839

Record 17
This record from the Open Molecules 2025 dataset describes an isolated molecule of C5H4N4O3 at a distorted geometry. The level of theory is ωB97M-V/def2-TZVPD.

Geometry as XYZ:
```
16
C5H4N4O3 | the Open Molecules 2025 dataset | ωB97M-V/def2-TZVPD
O -0.5547 -0.7976 -2.5558
O -2.4917 -1.8741 1.2126
O 1.7729 1.0441 -2.1676
C -0.6210 -0.7106 -1.3552
C -1.6381 -1.2978 0.6302
C 0.1495 0.3426 0.7285
C 0.2683 0.1809 -0.5955
C 1.9011 1.5816 0.0023
N -1.6577 -1.3604 -0.7214
N -0.8588 -0.4150 1.3702
N 1.1733 1.2113 1.1574
N 1.3522 0.9641 -1.0130
H 2.7323 2.2744 -0.0796
H -1.9692 -2.2086 -1.1455
H -0.9067 -0.4658 2.4042
H 1.3481 1.5308 2.1282
```

Kohn-Sham gap in Ha: 0.3056
E in eV: -17350.578
SMILES: O=c1[nH]c(=O)c2c([nH]c[n+]2[O-])[nH]1
HOMO energy in eV: -8.257

Record 18
This record from the Open Molecules 2025 dataset describes the ion C5H4NO2 with charge -1 at a distorted geometry. The level of theory is ωB97M-V/def2-TZVPD.

Geometry as XYZ:
```
12
C5H4NO2 | the Open Molecules 2025 dataset | ωB97M-V/def2-TZVPD
C 1.8774 1.6883 -0.2055
C 2.5591 -0.7724 0.0015
C -0.3192 -0.1537 -0.5888
C 0.2171 0.0570 0.8420
C 1.5174 0.4257 0.2384
N 2.1471 2.7808 -0.5142
O 2.4777 -1.2689 -1.1226
O 3.2491 -1.0259 0.9937
H 0.1040 -0.9576 -1.0114
H -0.4336 0.7730 -1.2353
H -0.2991 0.7374 1.5164
H 0.1913 -0.9346 1.2456
```

Total charge: -1
Kohn-Sham gap (alpha / beta) in Ha: 0.2818 / 0.2821
E in eV: -10833.617
HOMO energy (alpha / beta) in eV: -4.136 / -4.143

Record 19
This record from the Open Molecules 2025 dataset describes the ion C5H4NO3 with charge -1 at a distorted geometry. The level of theory is ωB97M-V/def2-TZVPD.

Geometry as XYZ:
```
13
C5H4NO3 | the Open Molecules 2025 dataset | ωB97M-V/def2-TZVPD
C -2.0183 0.3379 -1.5347
C -0.8723 1.8222 0.0280
C 0.6858 -1.2462 1.0645
C 1.6496 -0.7569 0.0192
C 0.1856 -0.3834 -0.0697
N -1.7614 1.3867 -1.0030
O -2.4925 -0.5172 -2.1732
O -1.0268 2.9439 0.4579
O 0.0329 1.0217 0.4462
H 0.3923 -2.2902 1.0643
H 0.8115 -0.8316 2.0635
H 2.3866 -0.0301 0.3533
H 2.0270 -1.4568 -0.7162
```

Total charge: -1
Kohn-Sham gap in Ha: 0.2568
E in eV: -12881.305
HOMO energy in eV: -3.040

Record 20
This record from the Open Molecules 2025 dataset describes the ion C5H4NO4 with charge +1 at a distorted geometry. The level of theory is ωB97M-V/def2-TZVPD.

Geometry as XYZ:
```
14
C5H4NO4 | the Open Molecules 2025 dataset | ωB97M-V/def2-TZVPD
C 0.2769 -1.4297 0.3686
C -0.6574 -0.6362 0.0431
C 1.7720 -1.1507 0.0930
C 1.0726 1.1906 0.0255
C -1.7733 0.1732 -0.2900
N 1.9384 0.2451 -0.0778
O 2.6108 -1.9657 0.0154
O 0.5838 2.2205 0.0454
O 3.0432 0.8379 -0.4170
O -1.9184 1.2579 0.5575
H 0.1629 -2.4059 0.8325
H -2.6355 -0.5347 -0.2108
H -1.7433 0.4516 -1.3624
H -2.7326 1.7462 0.3770
```

Total charge: +1
Kohn-Sham gap (alpha / beta) in Ha: 0.3315 / 0.2089
E in eV: -14914.432
HOMO energy (alpha / beta) in eV: -15.721 / -13.393